Record 1
ORCA calculation (the ωB97M-V functional and the def2-TZVPD basis) on a molecular structure, C12H21N5O3 at a distorted geometry.

Properties
calculated total energy	-26372.31461	eV
energy relative to the best compared isomer or geometry (same formula, charge and spin)	164.6	kcal/mol
charge	0

The geometry in XYZ format:
```
41
C12H21N5O3, DFT the ωB97M-V functional and the def2-TZVPD basis
C -2.819 1.586 0.500
C -1.235 1.395 0.210
C -3.531 0.954 -0.690
C -3.789 -0.529 -0.364
C -5.026 -1.234 -0.651
C -3.374 -2.633 0.002
C 0.657 -0.044 0.075
C 1.073 -1.604 0.334
C 1.704 0.937 0.995
C 3.266 0.697 0.644
C 3.878 0.643 -0.876
C 5.292 -0.070 -0.835
H -3.430 3.148 -0.948
H -2.694 3.833 0.831
H -3.259 1.201 1.442
H -4.629 1.255 -0.946
H -3.071 0.880 -1.667
H -5.898 -0.970 -1.143
H -2.919 -3.413 0.578
H -5.107 -3.341 -0.384
H -1.345 -0.638 0.320
H 0.820 0.153 -0.935
H 1.684 0.801 2.119
H 1.512 1.990 0.851
H 3.891 1.540 0.934
H 3.840 -0.052 1.344
H 3.768 1.656 -1.166
H 3.446 -0.098 -1.470
H 5.915 0.376 -0.114
H 5.990 0.109 -1.760
H 4.281 -1.911 -0.674
H 5.305 -1.294 0.691
H 0.064 -1.405 1.607
N -3.289 2.959 0.306
N -2.895 -1.351 0.134
N -4.643 -2.506 -0.202
N -0.714 0.180 0.413
N 5.203 -1.458 -0.421
O -0.583 2.407 -0.240
O 2.088 -1.990 -0.275
O 0.573 -2.158 1.429
```

Here are the Löwdin charges for atoms 1 to 8, given in e: number 1, C, carries -0.33; number 2, C, carries -0.37; number 3, C, carries -0.15; number 4, C, carries -0.30; number 5, C, carries 0.04; number 6, C, carries -0.14; number 7, C, carries -0.14; number 8, C, carries -0.40

=====

Record 2
ORCA calculation (the ωB97M-V functional and the def2-TZVPD basis) on 6 unconnected molecules or ions with the total composition C20H57N5O6 at a distorted geometry.

Properties
calculated total energy	-41385.08100	eV
energy relative to the best compared isomer or geometry (same formula, charge and spin)	3.8	kcal/mol
charge	+1
<S²>	0.754
2S+1	2

The geometry in XYZ format:
```
88
C20H57N5O6, DFT the ωB97M-V functional and the def2-TZVPD basis
O 16.229 3.679 21.466
H 15.961 4.541 21.785
H 15.741 3.561 20.652
C 19.396 7.689 22.508
C 20.625 6.840 22.219
C 21.880 7.523 22.828
O 22.457 8.387 21.842
C 23.515 9.149 22.376
N 20.486 5.485 22.786
H 19.631 8.705 22.191
H 19.180 7.660 23.576
H 18.405 7.408 22.150
H 20.616 6.747 21.133
H 22.663 6.840 23.158
H 21.660 7.978 23.794
H 23.499 9.871 23.192
H 23.740 9.695 21.460
H 24.326 8.454 22.594
H 21.051 4.799 22.307
H 19.536 5.168 22.655
C 12.171 10.442 15.435
C 13.046 10.017 14.236
C 12.479 9.089 13.252
O 13.250 8.752 12.183
C 12.499 8.298 11.088
N 13.624 11.225 13.611
H 11.173 10.844 15.258
H 12.787 11.142 15.998
H 12.005 9.631 16.144
H 13.881 9.410 14.587
H 11.527 9.509 12.926
H 12.244 8.136 13.726
H 13.142 7.904 10.301
H 11.821 8.996 10.597
H 11.943 7.404 11.369
H 12.931 11.833 13.198
H 14.256 10.952 12.872
C 11.794 10.036 22.525
C 12.042 10.884 21.226
C 13.129 10.332 20.224
O 13.368 11.205 19.143
C 14.191 12.340 19.459
N 10.732 11.093 20.531
H 11.306 9.107 22.232
H 11.020 10.492 23.142
H 12.602 9.953 23.251
H 12.225 11.950 21.361
H 12.599 9.539 19.696
H 14.057 9.937 20.638
H 13.793 13.012 20.219
H 14.267 12.882 18.516
H 15.219 12.122 19.746
H 10.484 12.057 20.364
H 11.111 10.989 19.601
C 16.774 9.812 18.791
C 16.851 8.642 17.782
C 16.797 7.238 18.439
O 18.145 6.892 18.646
C 18.287 5.582 19.060
N 15.674 8.744 16.978
H 15.862 9.671 19.372
H 16.907 10.742 18.238
H 17.599 9.609 19.474
H 17.596 8.660 16.987
H 16.412 6.504 17.731
H 16.045 7.125 19.219
H 17.990 4.873 18.287
H 17.702 5.333 19.946
H 19.346 5.359 19.191
H 15.407 9.699 16.788
H 14.896 8.222 17.354
C 22.791 5.996 18.709
C 22.022 6.588 17.496
C 21.488 5.607 16.421
O 21.124 6.418 15.310
C 20.302 5.612 14.440
N 21.046 7.568 17.974
H 22.106 5.441 19.350
H 23.391 6.792 19.150
H 23.499 5.192 18.506
H 22.706 7.198 16.906
H 20.789 4.993 16.990
H 22.227 4.894 16.057
H 20.819 4.756 14.007
H 20.157 6.213 13.542
H 19.374 5.289 14.913
H 20.483 7.080 18.655
H 20.395 7.615 17.202
```

Here are the Löwdin charges for atoms 1 to 8, given in e: number 1, O, carries -0.04; number 2, H, carries 0.03; number 3, H, carries 0.03; number 4, C, carries -0.07; number 5, C, carries -0.42; number 6, C, carries -0.18; number 7, O, carries -0.19; number 8, C, carries -0.13

=====

Record 3
ORCA calculation (the ωB97M-V functional and the def2-TZVPD basis) on 2 unconnected molecules or ions with the total composition C5H11NO at a distorted geometry.

Properties
calculated total energy	-8892.23700	eV
energy relative to the best compared isomer or geometry (same formula, charge and spin)	218.2	kcal/mol
charge	0

The geometry in XYZ format:
```
18
C5H11NO, DFT the ωB97M-V functional and the def2-TZVPD basis
C 0.167 0.119 -2.119
N 1.040 0.699 -1.044
C 1.633 -0.231 -0.123
C 1.036 -1.470 0.104
C 0.744 -0.379 1.235
C 0.316 0.814 1.821
H -0.485 -0.632 -1.694
H 0.915 -0.311 -2.788
H -0.364 0.959 -2.577
H 0.516 1.351 -0.443
H 2.708 -0.024 0.009
H 1.041 -2.383 0.695
H 0.994 -1.189 1.939
H 1.170 1.414 2.205
H -0.674 1.192 2.016
H -3.467 0.636 -0.228
H -3.351 -0.484 0.823
O -3.938 -0.080 0.172
```

Here are the Löwdin charges for atoms 1 to 8, given in e: number 1, C, carries -0.09; number 2, N, carries -0.09; number 3, C, carries -0.37; number 4, C, carries 0.10; number 5, C, carries -0.27; number 6, C, carries -0.03; number 7, H, carries 0.06; number 8, H, carries 0.08

=====

Record 4
ORCA calculation (the ωB97M-V functional and the def2-TZVPD basis) on 2 unconnected molecules or ions with the total composition C11H21NS at a distorted geometry.

Properties
calculated total energy	-24070.34487	eV
charge	0
SMILES	C/N=C(\C)[C@H]1CCC(=C(C)C)C1.S

The geometry in XYZ format:
```
34
C11H21NS, DFT the ωB97M-V functional and the def2-TZVPD basis
C 0.984 -1.138 0.552
C 1.364 -0.068 1.617
C 0.148 1.055 -0.141
C 0.517 -0.346 -0.678
C 0.201 0.908 1.394
C 0.317 -0.553 -1.973
C -1.113 0.460 2.094
C 0.520 -1.895 -2.624
C -0.251 0.545 -2.800
C -0.830 0.172 3.528
C -3.507 0.138 1.615
N -2.129 0.414 1.370
S 3.845 0.691 -2.665
H 1.724 -1.888 0.441
H 0.105 -1.686 1.023
H 1.199 -0.565 2.565
H 2.415 0.160 1.443
H 0.783 1.792 -0.571
H -0.892 1.296 -0.470
H 2.886 0.964 -3.397
H 0.358 1.805 1.940
H 0.119 -2.737 -1.935
H 1.657 -2.041 -2.610
H 0.196 -1.918 -3.669
H 0.383 1.407 -2.903
H -1.108 0.936 -2.356
H -0.354 0.159 -3.823
H 0.038 0.638 3.955
H -0.678 -0.905 3.587
H -1.803 0.403 4.152
H -3.756 -0.551 0.872
H -3.839 -0.184 2.680
H -3.979 1.106 1.318
H 4.478 1.425 -3.530
```

Here are the Löwdin charges for atoms 1 to 8, given in e: number 1, C, carries -0.12; number 2, C, carries -0.14; number 3, C, carries -0.11; number 4, C, carries -0.18; number 5, C, carries -0.25; number 6, C, carries -0.34; number 7, C, carries -0.34; number 8, C, carries -0.06

=====

Record 5
ORCA calculation (the ωB97M-V functional and the def2-TZVPD basis) on a molecular structure, C4H11N2O2Sn at a distorted geometry.

Properties
calculated total energy	-17229.04552	eV
charge	0
<S²>	0.990
2S+1	2

The geometry in XYZ format:
```
20
C4H11N2O2Sn, DFT the ωB97M-V functional and the def2-TZVPD basis
Sn -2.570 0.578 -0.926
C 0.971 1.260 0.057
C 0.342 2.667 0.305
C 1.476 3.714 0.497
O -0.607 2.993 -0.719
H 1.735 1.147 -0.712
H 0.243 0.481 -0.169
H 1.397 1.025 1.033
H -0.166 2.608 1.267
H 2.182 3.361 1.250
H 1.055 4.694 0.722
H 2.039 3.793 -0.433
C -0.995 -3.018 -0.439
O -0.936 -1.850 -0.707
N -2.026 -3.592 -0.040
N -0.006 -3.908 -0.312
H -2.062 -4.593 0.092
H -2.756 -2.911 0.113
H -0.261 -4.869 -0.493
H 0.946 -3.579 -0.386
```

Here are the Löwdin charges for atoms 1 to 8, given in e: number 1, Sn, carries 0.75; number 2, C, carries -0.10; number 3, C, carries -0.60; number 4, C, carries -0.07; number 5, O, carries -0.33; number 6, H, carries 0.07; number 7, H, carries -0.01; number 8, H, carries 0.07

=====

Record 6
ORCA calculation (the ωB97M-V functional and the def2-TZVPD basis) on 3 unconnected molecules or ions with the total composition C4H13NO2 at a distorted geometry.

Properties
calculated total energy	-9942.78326	eV
energy relative to the best compared isomer or geometry (same formula, charge and spin)	32.6	kcal/mol
charge	0
SMILES	C/C=C/CN.O.O

The geometry in XYZ format:
```
20
C4H13NO2, DFT the ωB97M-V functional and the def2-TZVPD basis
N -1.967 0.861 -0.096
C -0.912 0.042 -0.794
C 0.379 -3.238 0.794
C 0.295 -1.802 0.341
C -0.837 -1.300 -0.134
H -2.494 0.234 0.493
H -2.507 1.407 -0.731
H -1.256 -0.023 -1.830
H 0.010 0.620 -0.836
H -0.585 -3.742 0.867
H 0.755 -3.260 1.826
H 1.023 -3.867 0.183
H 1.214 -1.251 0.179
H -1.751 -1.870 -0.038
H 3.085 1.445 -0.722
H 3.266 2.902 -1.208
O 3.656 2.179 -0.738
H -0.948 3.261 0.247
H -0.276 4.083 1.375
O -0.150 3.319 0.823
```

Here are the Löwdin charges for atoms 1 to 8, given in e: number 1, N, carries -0.01; number 2, C, carries -0.25; number 3, C, carries -0.11; number 4, C, carries -0.15; number 5, C, carries -0.14; number 6, H, carries 0.05; number 7, H, carries 0.05; number 8, H, carries 0.10

=====

Record 7
ORCA calculation (the ωB97M-V functional and the def2-TZVPD basis) on NO3P in the gas phase at a distorted geometry.

Properties
calculated total energy	-16918.69717	eV
energy relative to the best compared isomer or geometry (same formula, charge and spin)	10.9	kcal/mol
charge	0
SMILES	O=NOP=O

The geometry in XYZ format:
```
5
NO3P, DFT the ωB97M-V functional and the def2-TZVPD basis
N -0.714 0.195 -0.014
O -1.815 -0.124 -0.102
O 1.447 1.058 0.092
O 0.223 -0.939 0.009
P 1.759 -0.313 -0.039
```

Quick look at the Löwdin charges, all values in e: number 1, N, carries -0.07; number 2, O, carries 0.11; number 3, O, carries -0.46; number 4, O, carries -0.40; number 5, P, carries 0.82